one:
The following is a DFT calculation (ωB97M-V with the def2-TZVPD basis set) of a 2-piece molecular cluster, C3H8NOP overall.

Last column: Mulliken charge in e.
Positions of all 14 atoms, in Å:
C (0.50821, 0.40780, 0.69595)  1.06
C (0.04515, -0.60242, 1.77623)  -1.28
C (1.72766, 0.14275, -0.08828)  -1.40
N (-2.02769, -0.24336, -2.99724)  -0.45
O (0.39335, 1.81053, 0.98263)  -0.38
P (-0.82795, 1.41415, 0.04239)  -0.04
H (-0.68800, -1.35715, 1.23774)  0.26
H (-0.54970, -0.26390, 2.71098)  0.32
H (0.82841, -1.22391, 2.13833)  0.36
H (1.40043, 0.17188, -1.12658)  0.31
H (2.11004, -0.84356, 0.10729)  0.37
H (2.21687, 1.03654, 0.06624)  0.42
H (-2.28194, -0.49344, -2.05057)  0.22
H (-2.85486, 0.04407, -3.49512)  0.23

Results
spin multiplicity	1
total charge	0

two:
The following is a DFT calculation (ωB97M-V with the def2-TZVPD basis set) of a 2-piece molecular cluster, C3H8NOP overall.

Last column: Mulliken charge in e.
Positions of all 14 atoms, in Å:
C (0.86509, 0.69824, -1.10536)  -0.19
C (1.75863, 1.08196, 1.03985)  -0.87
C (-2.27264, -1.30750, 0.29308)  -0.85
N (0.79063, 0.55253, 0.13133)  -0.22
O (-0.42949, -2.31348, 1.97384)  -0.47
P (-0.61715, -2.04524, 0.54692)  0.42
H (1.62516, 1.24232, -1.79743)  0.24
H (-0.05779, 0.38856, -1.60491)  0.18
H (2.66232, 1.58092, 0.59136)  0.29
H (1.34193, 1.92360, 1.57710)  0.29
H (2.23640, 0.33426, 1.62037)  0.30
H (-2.80561, -0.98126, 1.18201)  0.32
H (-2.17446, -0.40142, -0.31483)  0.22
H (-2.94956, -2.01545, -0.18302)  0.33

Results
spin multiplicity	1
SMILES string	C=NC.CP=O
total charge	0

Q: Which of them is the most stable? A: two.

one:
The following is a DFT calculation (ωB97M-V with the def2-TZVPD basis set) of a 2-piece molecular cluster, C4H13N3 overall.

Last column: Mulliken charge in e.
Positions of all 20 atoms, in Å:
C (2.18904, -0.32211, -0.80532)  0.27
C (-3.36356, 0.99672, 0.59363)  -0.83
C (-3.11061, -0.16289, -0.14578)  0.32
C (-1.89171, -0.65812, -0.62939)  -0.79
N (3.42513, -0.62337, -1.10293)  -0.40
N (1.69737, 0.10263, 0.26968)  -0.37
N (2.47243, 0.48513, 1.35084)  -0.41
H (1.50403, -0.50881, -1.64096)  0.28
H (-3.32307, 0.46185, 1.59351)  0.33
H (-2.39252, 1.72851, 0.57320)  0.29
H (-4.30898, 1.48324, 0.53129)  0.38
H (-3.96934, -0.78738, -0.49667)  0.35
H (-2.08892, -0.64658, -1.71837)  0.38
H (-1.78671, -1.75009, -0.66703)  0.45
H (-0.96795, -0.14464, -0.39186)  0.12
H (3.53380, -1.05163, -2.01211)  0.26
H (4.31945, -0.15279, -0.76025)  0.23
H (3.54848, 0.42223, 1.41174)  0.36
H (2.40856, -0.23552, 2.14164)  0.39
H (2.10506, 1.36362, 1.90514)  0.41

Results
spin multiplicity	1
total charge	+2

two:
The following is a DFT calculation (ωB97M-V with the def2-TZVPD basis set) of a 2-piece molecular cluster, C4H13N3 overall.

Last column: Mulliken charge in e.
Positions of all 20 atoms, in Å:
C (1.76348, -0.78957, 0.27747)  0.47
C (-1.41080, -1.02356, 0.20856)  -1.38
C (-0.49001, 1.36570, -0.08777)  -0.72
C (-0.32749, -0.09882, -0.33760)  -0.03
N (1.97470, -1.98832, -0.17253)  -0.35
N (2.49050, -0.00454, 0.93821)  -0.26
N (-1.86475, 1.88170, -0.62836)  -0.20
H (-1.02070, -1.96980, 0.40973)  0.36
H (-2.02963, -0.65472, 0.98619)  0.40
H (-2.20151, -1.18970, -0.59545)  0.44
H (0.50207, 1.96046, -0.45327)  0.35
H (-0.60090, 1.66750, 1.03456)  0.33
H (0.06118, -0.35929, -1.32748)  0.41
H (1.42637, -2.50289, -0.87704)  0.26
H (2.56106, -2.70732, 0.26309)  0.26
H (2.05451, 0.81942, 1.41264)  0.27
H (3.38718, -0.41468, 1.26970)  0.29
H (-2.50138, 1.03105, -0.75287)  0.36
H (-1.63063, 2.31833, -1.50440)  0.37
H (-2.14325, 2.65904, -0.06336)  0.36

Results
spin multiplicity	1
total charge	+2

Q: Which of them is the most stable? A: two.

one:
The following is a DFT calculation (ωB97M-V with the def2-TZVPD basis set) of an isolated ion of composition C4H13N3 and charge +2.

Last column: Mulliken charge in e.
Positions of all 20 atoms, in Å:
C (0.90934, 0.43501, 1.43722)  -0.18
C (-0.44447, 0.33189, 0.59939)  -1.24
C (-0.39370, 0.21659, -0.91462)  0.79
C (0.01187, -1.02150, -1.24606)  -0.82
N (-0.04928, -1.45769, -2.73820)  -0.27
N (-0.77826, 1.32495, -1.56773)  -0.44
N (0.39014, 0.36046, 2.94231)  -0.53
H (1.70959, -0.35011, 1.41494)  0.35
H (1.31790, 1.53512, 1.36754)  0.30
H (-1.17698, 1.06246, 0.90433)  0.59
H (-0.91653, -0.59129, 0.89796)  0.40
H (0.44974, -1.73559, -0.61582)  0.40
H (0.85953, -1.20508, -3.17237)  0.38
H (-0.28214, -2.48500, -2.71888)  0.39
H (-0.70194, -0.98630, -3.21932)  0.29
H (-0.85949, 1.26499, -2.55224)  0.15
H (-0.98912, 2.26217, -1.07547)  0.26
H (0.06579, -0.54690, 3.47098)  0.40
H (-0.36880, 1.02611, 3.27836)  0.39
H (1.24681, 0.55970, 3.50767)  0.40

Results
spin multiplicity	1
SMILES string	N/C(=C\[NH3+])CC[NH3+]
total charge	+2

two:
The following is a DFT calculation (ωB97M-V with the def2-TZVPD basis set) of a 2-piece molecular cluster, C4H13N3 overall.

Last column: Mulliken charge in e.
Positions of all 20 atoms, in Å:
C (-1.14047, -0.70877, -0.90986)  0.78
C (0.02713, -1.57808, -1.18461)  -1.17
C (1.76824, 1.90516, 0.20278)  0.02
C (1.75279, 1.54252, 1.57107)  -0.64
N (-1.84886, -0.61743, -2.05024)  -0.37
N (-1.44378, -0.17278, 0.28219)  0.02
N (-0.71815, -0.60306, 1.42599)  -0.50
H (0.14172, -1.69560, -2.23348)  0.35
H (0.87857, -1.03006, -0.80436)  0.31
H (-0.04855, -2.41971, -0.59820)  0.37
H (1.75657, 1.18318, -0.56322)  0.29
H (1.67634, 3.01895, -0.10344)  0.29
H (0.90548, 2.05084, 1.98032)  0.34
H (-2.39094, 0.15181, 0.35400)  0.28
H (2.51111, 1.84645, 2.30671)  0.44
H (-1.54270, -1.05281, -2.90640)  0.20
H (-2.82391, -0.37241, -2.19289)  0.25
H (1.75794, 0.45727, 1.75050)  0.25
H (-0.20857, -1.53010, 1.38050)  0.23
H (-1.00995, -0.37539, 2.29263)  0.23

Results
spin multiplicity	1
total charge	+2

three:
The following is a DFT calculation (ωB97M-V with the def2-TZVPD basis set) of an isolated ion of composition C4H13N3 and charge +2.

Last column: Mulliken charge in e.
Positions of all 20 atoms, in Å:
C (-0.56552, -1.44540, 0.24868)  -0.66
C (-0.74312, 0.05668, 0.66585)  -0.83
C (0.27566, 0.94447, 0.00509)  -0.22
C (0.44813, 0.95208, -1.35524)  -0.04
N (1.54606, 1.20508, -2.06615)  -0.42
N (1.27566, 1.70102, 0.81230)  -0.25
N (-1.72819, -2.26409, 0.71994)  -0.27
H (-0.56775, -1.59180, -0.82747)  0.45
H (0.34553, -1.71790, 0.77365)  0.31
H (-1.73909, 0.40695, 0.36585)  0.43
H (-0.49069, 0.04479, 1.73015)  0.40
H (-0.44942, 0.78544, -1.94693)  0.41
H (1.56241, 1.22978, -3.08021)  0.24
H (2.46227, 1.25562, -1.66274)  0.20
H (0.74031, 2.27937, 1.47546)  0.41
H (1.69315, 2.43022, 0.22523)  0.40
H (1.96534, 1.14084, 1.32815)  0.34
H (-2.62651, -1.81284, 0.53507)  0.36
H (-1.67973, -3.20091, 0.31776)  0.38
H (-1.72450, -2.39939, 1.73555)  0.37

Results
spin multiplicity	1
SMILES string	N/C=C(\[NH3+])CC[NH3+]
total charge	+2

Q: Which of them is the most stable? A: three.

one:
The following is a DFT calculation (ωB97M-V with the def2-TZVPD basis set) of a 4-piece molecular cluster, C3H13NO3 overall.

Last column: Mulliken charge in e.
Positions of all 20 atoms, in Å:
N (-2.14612, 0.43325, -0.52764)  -0.50
C (-1.26300, -0.64694, -0.51794)  -0.54
C (0.35803, 0.48167, 0.96672)  -0.47
C (0.22378, -0.16456, -0.27822)  -0.19
H (-2.45343, 0.59666, -1.57095)  0.26
H (-2.84168, 0.17678, 0.11930)  0.24
H (-1.00255, -1.05046, -1.57448)  0.26
H (-1.41770, -1.43738, 0.14432)  0.34
H (1.35074, 0.90612, 1.24122)  0.09
H (-0.42275, 0.45646, 1.73747)  0.27
H (0.74249, 0.03768, -1.29294)  0.25
H (-1.77308, -4.58958, 1.18513)  0.33
H (-2.68730, -5.44031, 0.27201)  0.32
O (-2.52362, -4.49105, 0.49550)  -0.64
H (3.68921, 1.66860, 2.53892)  0.34
H (4.94819, 2.34180, 2.13055)  0.31
O (4.39773, 2.34109, 2.90366)  -0.65
H (1.45021, 2.46294, -3.32261)  0.32
H (0.22323, 2.75686, -2.28750)  0.33
O (0.53894, 2.15748, -2.98046)  -0.66

Results
spin multiplicity	1
SMILES string	C=CCN.O.O.O
total charge	0

two:
The following is a DFT calculation (ωB97M-V with the def2-TZVPD basis set) of a 4-piece molecular cluster, C3H13NO3 overall.

Last column: Mulliken charge in e.
Positions of all 20 atoms, in Å:
C (0.10470, 0.81320, 1.85974)  -1.21
C (-0.41801, 0.65400, 0.48072)  -0.22
C (0.71668, 0.89686, -0.52290)  -0.50
O (0.23625, 1.53498, -1.69448)  -0.57
N (-0.58526, 0.09683, 2.88471)  -0.33
H (1.22748, 0.57754, 1.90711)  0.31
H (0.02543, 1.89448, 2.09206)  0.40
H (-0.82265, -0.34987, 0.25026)  0.61
H (-1.21086, 1.40128, 0.35362)  0.21
H (1.40012, 1.59460, 0.02072)  0.41
H (1.30343, 0.02104, -0.83069)  0.30
H (-0.22202, 0.84002, -2.19798)  0.37
H (-0.64572, 0.51136, 3.79415)  0.18
H (-1.19124, -0.69508, 2.71809)  0.21
H (-0.09234, -1.53137, -1.54818)  0.34
H (-0.69796, -1.88161, -2.96686)  0.30
O (-0.48142, -1.10700, -2.42181)  -0.72
H (0.41706, -1.20509, 1.35180)  0.40
H (0.35564, -3.02847, -0.22743)  0.20
O (0.48920, -2.07668, -0.33715)  -0.70

Results
spin multiplicity	1
total charge	0

Q: Which of them is the most stable? A: one.

one:
The following is a DFT calculation (ωB97M-V with the def2-TZVPD basis set) of a 4-piece molecular cluster, C3H13NO3 overall.

Last column: Mulliken charge in e.
Positions of all 20 atoms, in Å:
C (-1.00377, 1.62293, -0.32106)  -1.21
C (-0.34838, 0.34619, 0.20302)  0.03
C (-0.17240, 0.20998, 1.53355)  -0.53
N (-0.25836, -0.61534, -0.78086)  -0.40
H (-1.54914, 2.18053, 0.42630)  0.38
H (-0.24686, 2.21343, -0.82105)  0.31
H (-1.73232, 1.32186, -1.08564)  0.37
H (0.68533, -0.26379, 1.99192)  0.27
H (-0.67525, 0.91112, 2.18649)  0.25
H (0.11794, -0.24415, -1.64787)  0.29
H (0.29376, -1.44854, -0.57219)  0.25
H (2.60099, -1.28537, -0.39246)  0.35
H (2.33326, -2.69648, 0.16933)  0.33
O (2.16497, -2.13098, -0.59044)  -0.68
H (3.21833, 1.32991, -0.68609)  0.29
H (1.80673, 1.03387, -0.12910)  0.37
O (2.70812, 0.67855, -0.19565)  -0.67
H (-3.39306, -1.81513, 0.38396)  0.32
H (-2.91102, -0.39297, 0.30887)  0.35
O (-3.63887, -0.95563, 0.01897)  -0.66

Results
spin multiplicity	1
SMILES string	C=C(C)N.O.O.O
total charge	0

two:
The following is a DFT calculation (ωB97M-V with the def2-TZVPD basis set) of a 4-piece molecular cluster, C3H13NO3 overall.

Last column: Mulliken charge in e.
Positions of all 20 atoms, in Å:
C (1.70183, -0.11416, -0.00047)  -0.94
C (0.69187, 0.65165, -0.42071)  0.02
N (0.29934, 1.88199, 0.03151)  -0.16
C (-0.68029, 2.61106, -0.75236)  -0.94
H (2.54365, 0.17858, 0.60716)  0.27
H (1.74104, -1.10814, -0.43052)  0.26
H (0.00867, 0.23474, -1.15859)  0.34
H (0.96435, 2.46697, 0.52020)  0.24
H (-0.43012, 2.60782, -1.81712)  0.32
H (-1.69946, 2.25755, -0.62561)  0.27
H (-0.66064, 3.65423, -0.46790)  0.35
H (0.92340, -0.97627, -3.75845)  0.32
H (0.15895, -1.40340, -5.04322)  0.31
O (0.05088, -1.14203, -4.12679)  -0.63
H (-1.41893, 0.03480, 2.15940)  0.29
H (0.02994, -0.59356, 2.30529)  0.32
O (-0.61102, 0.02564, 2.68108)  -0.64
H (-1.77824, -3.30332, 3.12249)  0.31
H (-0.95301, -4.35389, 3.89212)  0.31
O (-0.88219, -3.61025, 3.28248)  -0.62

Results
spin multiplicity	1
SMILES string	C=CNC.O.O.O
total charge	0

three:
The following is a DFT calculation (ωB97M-V with the def2-TZVPD basis set) of a 3-piece molecular cluster, C3H13NO3 overall.

Last column: Mulliken charge in e.
Positions of all 20 atoms, in Å:
C (1.33827, 2.03539, 0.75697)  -0.96
N (0.94904, 1.21033, -0.38237)  -0.48
C (1.52546, -0.11616, -0.29782)  -0.40
C (1.00696, -1.00621, -1.39300)  -0.64
O (-0.34499, -1.40874, -1.09483)  -0.51
H (0.97805, 1.62585, 1.70021)  0.31
H (2.41971, 2.16970, 0.74614)  0.32
H (0.91878, 3.03394, 0.61330)  0.35
H (-0.06268, 1.13736, -0.38983)  0.33
H (1.35956, -0.59678, 0.67284)  0.30
H (2.60933, -0.04381, -0.41440)  0.41
H (1.62581, -1.89351, -1.51710)  0.32
H (1.01633, -0.44596, -2.33150)  0.40
H (-0.77457, -1.60601, -1.92896)  0.27
H (-0.85092, -1.61405, 0.76580)  0.34
H (-1.80246, -2.17785, 1.81094)  0.30
O (-1.29632, -1.38993, 1.60202)  -0.71
H (-2.11096, 0.16644, 0.87411)  0.40
H (-2.92232, 1.49400, 0.87206)  0.31
O (-2.39076, 0.91318, 0.32019)  -0.65

Results
spin multiplicity	1
SMILES string	CNCCO.O.O
total charge	0

Q: Which of them is the most stable? A: three.

one:
The following is a DFT calculation (ωB97M-V with the def2-TZVPD basis set) of a 2-piece molecular cluster, C4H10N3 overall.

Last column: Mulliken charge in e.
Positions of all 17 atoms, in Å:
C (2.36345, 0.51082, 0.28940)  0.34
C (-2.09136, -0.48897, 0.89887)  -0.95
C (-0.86091, 0.38050, -1.17250)  -0.51
C (-0.94417, 0.12626, 0.15564)  -0.17
N (1.50491, -1.48335, -0.65742)  -0.26
N (2.14883, -0.38179, -0.47201)  0.11
N (2.61375, 1.70390, 0.64386)  -0.28
H (-2.81654, -0.88013, 0.20956)  0.36
H (-2.56598, 0.21106, 1.51830)  0.31
H (-1.55908, -1.38956, 1.49271)  0.20
H (2.13148, -2.29844, -0.75155)  0.31
H (-0.18707, 1.08723, -1.69026)  0.23
H (-1.87380, 0.33150, -1.73266)  0.25
H (-0.04987, 0.32561, 0.82310)  0.27
H (0.60641, -1.53502, -0.18628)  0.23
H (3.03745, 1.87295, 1.54644)  0.27
H (2.27898, 2.47426, 0.11338)  0.28

Results
spin multiplicity	1
total charge	+1

two:
The following is a DFT calculation (ωB97M-V with the def2-TZVPD basis set) of a 2-piece molecular cluster, C4H10N3 overall.

Last column: Mulliken charge in e.
Positions of all 17 atoms, in Å:
C (1.94996, -0.09630, -0.20795)  -0.31
C (-1.76588, -0.27172, -0.90538)  -0.42
C (-1.71056, 0.98826, -0.00601)  -0.43
C (-0.33561, -0.66664, 0.87009)  -0.50
N (3.22493, -0.20901, -0.17621)  -0.23
N (-0.91673, -1.20360, -0.18458)  -0.15
N (-0.90495, 0.58493, 1.12125)  -0.15
H (1.56631, 0.87019, -0.07467)  0.12
H (-2.68433, -0.76442, -0.93178)  0.33
H (-1.43963, -0.07293, -1.92048)  0.29
H (-1.16694, 1.77882, -0.43249)  0.30
H (-2.65574, 1.28679, 0.38761)  0.31
H (0.41144, -1.08338, 1.40426)  0.71
H (3.71205, -1.06944, 0.14082)  0.28
H (-0.39309, -1.83610, -0.82879)  0.35
H (3.69553, 0.68917, -0.16430)  0.28
H (-0.58676, 1.07539, 1.90863)  0.20

Results
spin multiplicity	1
total charge	+1

Q: Which of them is the most stable? A: two.